(a)
DFT (wB97M-V/def2-TZVPD) results for a 15-piece molecular cluster, H30O15 overall.

Calculated values
* E_HOMO: -10.7 eV
* E_LUMO: -0.8 eV

```
! wB97M-V def2-TZVPD RIJCOSX def2/J DEFGRID3
* xyz 0 1
H -0.610 0.770 0.533
H -2.135 -3.174 1.776
H 0.251 -0.110 -0.593
H 2.948 3.145 0.501
H 4.351 -0.206 2.079
O 2.337 -1.354 -3.330
O 0.586 2.727 2.295
H -4.616 0.059 -1.283
H 1.572 -2.333 -0.831
H -0.631 1.730 5.166
O -0.630 0.058 -0.200
H 3.664 -0.047 -1.919
H -3.476 -3.676 1.370
O 3.729 0.035 1.363
H 2.894 -2.392 2.102
H 3.224 1.401 -2.363
H -3.146 2.011 -0.970
O -1.402 2.014 4.670
O -2.565 -3.629 1.063
H 1.726 3.646 -0.248
O 3.401 -2.827 2.810
O 1.667 -3.240 -0.795
H 2.348 -1.644 -2.361
H 2.582 -3.241 -0.399
H -2.956 3.408 1.920
H 0.054 3.440 1.785
H 2.438 -0.434 -3.146
H 2.968 -2.619 3.601
H -1.273 -1.550 -3.216
O -1.676 -1.878 -2.422
H 1.003 -1.422 -4.755
H -4.542 -0.285 0.202
H -1.500 1.260 4.036
O 2.544 3.172 -0.462
H -3.584 2.930 -1.965
O -5.129 -0.203 -0.573
H -0.506 -1.541 -4.853
H -3.165 3.137 3.454
O 0.274 -2.001 -4.507
O -3.512 3.018 2.525
O 3.708 0.922 -1.666
H -1.264 -1.354 -1.721
H 3.066 -0.629 1.453
H 1.257 3.346 2.651
O -3.700 2.735 -1.023
*
```

(b)
DFT (wB97M-V/def2-TZVPD) results for a 15-piece molecular cluster, H30O15 overall.

Calculated values
* E_HOMO: -10.4 eV
* E_LUMO: -0.5 eV

```
! wB97M-V def2-TZVPD RIJCOSX def2/J DEFGRID3
* xyz 0 1
H -1.602 -3.589 -1.243
O -0.923 -3.047 -0.808
H -1.282 -1.355 -2.969
O 1.775 3.642 1.098
O -2.406 -0.494 1.100
H 2.952 -1.187 0.775
H 0.217 0.688 -0.109
H -2.540 -0.740 1.983
O 3.636 -1.118 1.457
O 1.788 3.123 -1.838
H -0.750 -0.297 0.688
H -4.084 -0.023 -1.417
H -2.556 0.155 -1.439
H 3.393 1.325 0.628
O -0.512 2.304 -0.911
O 1.374 -0.282 -2.245
O -1.324 -0.798 -2.215
H -0.858 2.153 -1.786
H 1.510 -1.108 -1.727
H -2.439 0.441 1.116
H 1.696 0.426 -1.725
O -0.204 1.032 3.286
H 0.595 -1.923 2.501
H 0.973 2.819 -1.381
O 2.867 1.198 -0.177
O 1.951 -2.473 -0.692
H 2.001 4.012 -1.537
H -1.028 3.080 -0.652
H 1.329 2.803 1.114
H -1.067 -2.228 -1.241
H 2.948 2.008 -0.730
H -0.180 0.263 2.755
H 3.210 -0.455 1.995
O 0.873 -1.580 3.358
H 1.099 -2.386 -0.266
H -0.429 -0.456 -2.132
H 1.304 4.132 0.427
H -3.280 -1.828 0.370
O -3.856 -2.652 0.253
O -3.400 0.605 -1.272
H -4.443 -2.258 -0.416
H 1.724 -3.172 -1.320
O 0.199 -0.041 0.508
H -0.833 1.560 2.800
H 0.585 -2.280 4.031
*
```

(c)
DFT (wB97M-V/def2-TZVPD) results for a 15-piece molecular cluster, H30O15 overall.

Calculated values
* E_HOMO: -10.0 eV
* E_LUMO: -0.1 eV

```
! wB97M-V def2-TZVPD RIJCOSX def2/J DEFGRID3
* xyz 0 1
H 3.311 6.947 13.356
H 2.915 11.501 17.404
O 4.554 13.310 17.182
O 2.941 10.944 15.665
O 0.829 9.242 15.578
H 0.616 13.591 15.622
H 4.266 14.021 17.762
H 2.003 9.693 18.065
H 3.099 11.840 15.361
H 2.119 10.545 15.397
O 1.196 12.994 12.871
O -0.345 11.165 17.668
O 3.042 13.654 15.020
H 1.143 12.215 12.287
H 1.024 12.718 13.784
H -0.044 11.712 16.976
H 3.500 13.732 15.849
H -1.182 11.530 17.918
H 3.306 12.449 12.507
H -0.656 12.732 15.490
H 3.564 8.278 14.121
H 3.701 9.226 16.161
H 1.959 9.757 12.116
H 0.045 9.134 16.074
H 1.768 11.824 18.311
O 4.115 8.475 16.551
H 4.668 12.542 17.727
H 1.581 9.470 13.568
H 3.616 8.284 17.344
H 1.202 8.338 15.488
H 3.735 14.116 14.509
H 0.838 8.809 18.115
O 0.296 12.708 15.521
H 5.130 9.970 12.511
H 6.633 10.958 17.993
O 1.808 8.753 18.236
O 4.025 12.302 11.920
O 2.653 11.496 18.333
O 1.766 10.167 12.946
H 3.844 12.786 11.114
O 5.670 10.839 17.891
O 4.663 9.734 13.321
H 5.583 10.589 16.978
O 2.871 7.663 13.853
H 3.762 10.025 13.230
*
```

Relative to the most stable structure, the computed energies are (a) 425.8; (b) 103.5; (c) 0.0, all in kJ/mol.

(a)
DFT (wB97M-V/def2-TZVPD) results for a 15-piece molecular cluster, H30O15 overall.

Calculated values
* E_HOMO: -10.6 eV
* E_LUMO: -0.5 eV

```
! wB97M-V def2-TZVPD RIJCOSX def2/J DEFGRID3
* xyz 0 1
H 3.817 0.449 1.796
O 2.983 1.859 -1.118
H -0.805 2.141 0.670
O 2.120 -0.409 -2.349
H -4.540 -1.341 -0.871
H -0.640 -3.803 -0.300
H 1.450 -1.689 0.614
H 0.247 0.651 -0.060
H -1.419 1.557 -2.203
H -0.456 -0.405 -0.850
O 0.227 0.124 2.800
H -2.124 2.361 2.191
H 0.103 -2.842 -1.854
H 2.566 2.710 -1.159
H 2.615 -1.194 1.422
O -4.209 -0.884 -0.126
O -0.085 2.303 0.068
H 1.055 0.137 2.334
H -1.094 -2.272 2.593
O 1.389 2.796 2.447
H 1.355 -3.454 -2.051
O -1.993 1.641 1.602
H -1.654 0.967 2.143
H 2.457 1.284 -1.673
H 1.483 -0.329 -1.649
O 2.096 -2.006 1.231
H 0.655 3.200 1.981
H 2.952 -0.655 -2.019
H 0.392 0.773 3.524
O 2.948 0.636 1.432
O -0.990 -2.979 -0.619
H 1.604 2.106 1.841
H -0.585 2.287 -0.747
O -1.109 2.440 -2.293
H -3.352 -0.613 -0.349
H -2.862 0.222 -1.842
O 0.375 -0.284 -0.376
H -1.517 -2.382 1.048
H -1.870 3.030 -2.192
H -1.827 -3.162 -0.988
O -1.973 -0.071 -1.673
O 0.644 -3.162 -2.589
O -1.820 -2.326 1.938
H 3.102 1.174 0.675
H -1.712 -0.588 -2.402
*
```

(b)
DFT (wB97M-V/def2-TZVPD) results for a 15-piece molecular cluster, H30O15 overall.

Calculated values
* E_HOMO: -9.3 eV
* E_LUMO: -0.8 eV

```
! wB97M-V def2-TZVPD RIJCOSX def2/J DEFGRID3
* xyz 0 1
O -1.784 3.204 -0.007
H 1.368 -1.864 -3.607
H 0.850 -1.148 2.602
O -0.745 1.703 -3.013
H 1.286 1.648 2.111
H -1.857 -0.221 1.299
H -0.580 2.567 1.332
H 2.258 -2.586 1.092
H -0.801 -2.110 2.293
H 2.071 -0.352 -0.111
H -1.676 0.161 2.817
H 1.486 -3.060 -0.640
O -0.869 -2.910 1.738
H -3.876 1.095 -2.218
H 2.858 -1.484 1.955
H -0.986 2.630 -3.052
O 1.133 -1.207 -2.908
O -2.257 -0.227 2.177
H 1.711 3.312 -1.321
H -0.129 3.106 2.767
H -2.022 2.398 -0.405
H 0.311 -0.057 -0.130
H -0.914 -0.632 -0.743
H -2.361 1.311 -2.270
H -1.548 -1.842 -2.992
H 1.667 -0.326 -1.563
H 0.337 -4.128 -0.997
H -1.577 3.880 -0.637
O 0.557 -3.179 -0.802
O 2.271 1.517 2.211
O 0.599 -0.705 3.418
H -1.096 -2.560 -1.638
O -1.499 -1.802 -2.020
H 1.527 2.137 -0.374
H 0.422 -1.685 -2.502
O 1.840 0.265 -0.819
O -3.136 1.393 -1.686
H 1.028 -1.171 4.125
H 2.265 0.864 2.935
O -0.624 -0.126 0.050
H -0.182 1.451 -2.281
O 2.196 -1.634 1.266
O 1.087 2.918 -0.724
O -0.359 2.317 2.255
H -0.254 -2.858 1.016
*
```

(c)
DFT (wB97M-V/def2-TZVPD) results for a 15-piece molecular cluster, H30O15 overall.

Calculated values
* E_HOMO: -9.8 eV
* E_LUMO: -0.4 eV

```
! wB97M-V def2-TZVPD RIJCOSX def2/J DEFGRID3
* xyz 0 1
H 2.463 0.446 -1.073
H 2.174 -0.405 2.516
H 1.306 1.562 -2.800
H -0.230 -1.972 -2.088
H -1.720 2.586 0.374
O -2.849 0.945 -1.902
H 2.161 -1.318 3.566
H -2.697 -1.871 -1.441
H -1.037 -1.302 1.392
H -3.566 1.441 -2.287
H -2.241 0.296 1.275
O -1.311 -0.908 -4.120
H 3.931 0.311 -1.454
H -1.477 -0.734 -3.201
H 1.241 1.113 3.354
H 0.075 -2.451 1.463
H 1.101 2.482 4.168
O 0.490 -2.317 -2.638
H 0.770 0.297 -3.227
O -0.998 0.954 2.550
H 0.248 0.154 -0.986
H 2.059 -2.347 1.679
O -1.767 -1.937 -1.300
H 2.252 2.213 0.271
H -2.270 1.472 -1.336
O -1.046 2.438 -0.309
H 1.597 -1.715 0.344
O 0.587 0.943 -2.544
O -0.851 -2.217 1.565
H 0.348 -2.037 -3.555
H 0.726 0.516 0.461
H -0.438 1.949 0.179
H -1.500 -1.524 -0.461
H -1.399 -1.861 -4.234
H 1.714 2.316 1.723
O 1.675 1.841 0.889
O 3.251 -0.016 -0.861
H -2.777 0.195 -0.084
H -1.409 0.484 3.285
O 1.552 1.972 3.463
O 1.512 -0.940 2.988
O -2.880 -0.190 0.797
H -0.776 1.809 2.902
O 1.826 -2.562 0.733
O 0.191 -0.121 -0.040
*
```

(d)
DFT (wB97M-V/def2-TZVPD) results for a 15-piece molecular cluster, H30O15 overall.

Calculated values
* E_HOMO: -9.7 eV
* E_LUMO: -0.6 eV

```
! wB97M-V def2-TZVPD RIJCOSX def2/J DEFGRID3
* xyz 0 1
H -0.281 2.396 -1.901
O 1.197 2.273 1.710
O 3.757 -0.256 1.423
H 2.088 1.774 -1.063
O 1.164 -2.675 1.146
O -2.942 0.303 2.083
H -0.819 1.605 -0.695
H 2.050 2.098 2.033
H -0.797 2.301 1.800
O -1.919 -2.387 2.017
H 1.444 -0.306 -4.169
H 0.175 -0.918 2.588
H -2.085 3.211 1.458
H 0.704 -3.487 1.337
H -3.167 0.168 0.520
H 0.891 1.255 -3.126
H 0.307 -0.798 -3.304
O -1.465 2.876 2.170
O -0.873 2.408 -1.130
H 0.703 -0.007 -0.548
O -3.520 0.033 -0.377
H 4.715 -0.145 1.260
H 2.796 0.416 -1.148
H 2.090 -3.328 -1.846
O 0.598 2.158 -3.234
H -0.355 -0.120 0.605
O -0.215 -0.211 -0.341
H -4.415 -0.145 -0.232
O 2.190 0.918 -0.586
O 2.177 -2.446 -1.544
H -3.648 0.972 2.142
O 1.228 -0.618 -3.279
H 1.269 -2.659 0.201
H 3.326 0.065 0.653
H -0.100 0.400 3.114
H -2.147 -1.503 2.370
O -1.766 -2.360 -0.692
O -0.280 -0.115 2.348
H 1.219 2.134 0.781
H -0.123 2.269 -3.819
H -1.460 -2.701 -1.498
H -1.671 -2.168 1.123
H 1.633 -1.961 -2.143
H -1.463 -1.470 -0.702
H -2.209 0.753 2.496
*
```

Relative to the most stable structure, the computed energies are (a) 18.8; (b) 0.0; (c) 43.4; (d) 63.5, all in kJ/mol.

(a)
DFT (wB97M-V/def2-TZVPD) results for C2H13NO3S as an isolated structure.

Calculated values
* E_HOMO: -9.4 eV
* E_LUMO: -2.3 eV

```
! wB97M-V def2-TZVPD RIJCOSX def2/J DEFGRID3
* xyz 0 1
S -0.835 0.706 -1.099
C -0.651 0.344 0.519
H 0.541 2.126 1.283
H 2.354 0.573 -2.482
H -0.306 -0.832 0.723
O 2.236 0.156 -1.628
H 1.327 0.487 1.052
H 0.743 0.981 3.317
O 0.512 -1.318 1.148
H 0.091 -0.358 2.468
H 1.741 -2.528 -1.115
H 2.320 -2.554 -0.677
H -1.589 0.469 1.110
N 0.060 0.641 2.677
H -3.387 1.152 -2.104
H 1.268 0.236 -1.542
O -3.804 0.909 -2.995
C 0.435 1.039 1.381
H 0.399 -2.235 0.971
H -3.455 0.004 -3.008
*
```

(b)
DFT (wB97M-V/def2-TZVPD) results for a 4-piece molecular cluster, C2H13NO3S overall.

Calculated values
* E_HOMO: -9.0 eV
* SMILES: NCCS.O.O.O
* E_LUMO: 0.6 eV

```
! wB97M-V def2-TZVPD RIJCOSX def2/J DEFGRID3
* xyz 0 1
C -1.886 -1.300 0.824
H -2.595 -1.875 0.175
C -1.214 0.018 0.298
O 3.515 5.163 -1.880
H -0.931 -3.307 0.412
O 0.320 -0.030 3.427
H 1.216 -2.678 -2.267
H 3.568 4.245 -2.136
H 0.044 0.053 4.332
H 1.039 -0.764 3.473
N -1.111 -0.035 -1.179
H -1.875 0.275 -1.563
H -1.794 0.831 0.703
H 4.262 5.637 -2.200
H -2.412 -0.948 1.773
H 0.190 -1.524 -1.978
S -0.600 -2.478 1.432
O 0.780 -1.864 -2.666
H -0.384 0.532 -1.530
H -0.130 0.049 0.550
*
```

(c)
DFT (wB97M-V/def2-TZVPD) results for a 4-piece molecular cluster, C2H13NO3S overall.

Calculated values
* E_HOMO: -8.9 eV
* SMILES: NCCS.O.O.O
* E_LUMO: 0.4 eV

```
! wB97M-V def2-TZVPD RIJCOSX def2/J DEFGRID3
* xyz 0 1
H -0.923 0.359 0.918
H 1.126 3.365 1.747
H 0.946 3.009 3.238
C 0.742 -0.639 0.100
S 1.294 0.955 -0.551
H 0.222 -0.049 2.179
H 0.269 -1.127 -0.746
N -0.911 -1.673 1.617
O -2.655 -0.583 -1.980
C -0.237 -0.425 1.267
H 1.051 -0.866 -3.395
H -2.302 -1.246 -2.568
O 0.225 -0.440 -3.576
O 1.178 2.632 2.378
H -0.745 -1.972 2.568
H 0.229 0.485 -3.343
H -0.692 -2.444 0.999
H 1.639 -1.067 0.546
H 1.470 1.675 0.600
H -1.926 0.049 -1.998
*
```

Relative to the most stable structure, the computed energies are (a) 465.1; (b) 52.6; (c) 0.0, all in kJ/mol.

(a)
DFT (wB97M-V/def2-TZVPD) results for one molecule with the formula C4H6S2.

Calculated values
* E_HOMO: -9.0 eV
* SMILES: C1SC[C@@H]2S[C@@H]12
* E_LUMO: 0.5 eV

```
! wB97M-V def2-TZVPD RIJCOSX def2/J DEFGRID3
* xyz 0 1
C 0.714 -0.642 -0.370
H -0.372 1.788 -1.181
S -1.722 -0.002 -0.042
C -0.426 1.406 -0.132
S 2.389 -0.018 -0.042
H -0.403 -1.704 1.162
H -0.767 2.216 0.515
H 0.632 0.413 1.464
C -0.495 -1.381 0.136
H 0.568 -0.459 -1.415
H -0.850 -2.207 -0.496
C 0.731 0.590 0.401
*
```

(b)
DFT (wB97M-V/def2-TZVPD) results for one molecule with the formula C4H6S2.

Calculated values
* E_HOMO: -8.5 eV
* SMILES: C=C1S[C@@]1(C)S
* E_LUMO: 0.7 eV

```
! wB97M-V def2-TZVPD RIJCOSX def2/J DEFGRID3
* xyz 0 1
C -1.563 -0.565 0.223
H -2.039 -1.430 0.731
C -0.156 -0.935 0.115
H 1.843 -1.941 1.089
C 1.559 0.983 -1.069
H 1.616 1.981 -0.574
H -1.766 -0.296 -0.843
H -1.847 0.200 0.928
S 0.578 -1.741 1.544
H 2.178 0.999 -1.957
C 0.880 -0.037 -0.664
S 0.555 -1.545 -1.530
*
```

(c)
DFT (wB97M-V/def2-TZVPD) results for one molecule with the formula C4H6S2.

Calculated values
* E_HOMO: -9.0 eV
* SMILES: C[C@@H]1SCC1=S
* E_LUMO: -0.4 eV

```
! wB97M-V def2-TZVPD RIJCOSX def2/J DEFGRID3
* xyz 0 1
H 0.076 -2.523 -0.932
S 1.694 -0.743 -0.188
H 0.208 0.436 1.468
H -0.844 2.190 -0.024
C -0.758 -0.701 -0.001
H 0.147 1.614 -1.289
C 0.278 0.352 0.362
H 0.985 2.409 0.132
H 0.232 -2.400 0.868
C 0.125 1.748 -0.217
S -2.366 -0.558 -0.134
C 0.225 -1.824 -0.045
*
```

Relative to the most stable structure, the computed energies are (a) 104.6; (b) 116.0; (c) 0.0, all in kJ/mol.

(a)
DFT (wB97M-V/def2-TZVPD) results for one molecule with the formula C2H4OS2.

Calculated values
* E_HOMO: -8.3 eV
* SMILES: CC1(O)SS1
* E_LUMO: 0.1 eV

```
! wB97M-V def2-TZVPD RIJCOSX def2/J DEFGRID3
* xyz 0 1
S 1.984 0.625 -0.203
H -0.039 0.606 -2.076
S 1.453 -1.212 -0.934
H -0.147 -0.552 1.911
C -0.668 -0.100 1.020
H -1.518 -0.784 0.871
C 0.274 -0.077 -0.346
H -0.841 1.021 1.082
O -0.498 0.473 -1.324
*
```

(b)
DFT (wB97M-V/def2-TZVPD) results for one molecule with the formula C2H4OS2.

Calculated values
* E_HOMO: -9.5 eV
* SMILES: O=C(S)CS
* E_LUMO: 0.5 eV

```
! wB97M-V def2-TZVPD RIJCOSX def2/J DEFGRID3
* xyz 0 1
O 0.319 1.849 -0.121
H -0.265 -0.883 1.158
H -2.150 1.220 0.360
C -0.398 -0.401 0.124
H 1.701 -1.182 -0.362
H -0.122 -1.309 -0.494
C 0.598 0.720 -0.150
S -2.042 0.021 -0.298
S 2.359 -0.035 -0.218
*
```

(c)
DFT (wB97M-V/def2-TZVPD) results for one molecule with the formula C2H4OS2.

Calculated values
* E_HOMO (spin up / spin down): -7.7 / -7.5 eV
* E_LUMO (spin up / spin down): -0.1 / 0.3 eV

```
! wB97M-V def2-TZVPD RIJCOSX def2/J DEFGRID3
* xyz 0 1
H 2.561 0.185 -0.553
H -0.659 -1.624 -0.458
O 0.497 0.166 -0.478
S -2.021 0.296 -0.135
H -1.787 1.515 2.335
S -1.350 1.776 1.074
H 1.696 -1.389 -0.704
C 1.669 -0.389 -0.505
C -0.605 -0.536 -0.576
*
```

Relative to the most stable structure, the computed energies are (a) 55.0; (b) 0.0; (c) 315.1, all in kJ/mol.

(a)
DFT (wB97M-V/def2-TZVPD) results for a 4-piece molecular cluster, H6IO3 overall.

Calculated values
* E_HOMO: -4.2 eV
* E_LUMO: 3.4 eV

```
! wB97M-V def2-TZVPD RIJCOSX def2/J DEFGRID3
* xyz -1 1
H 1.867 1.070 0.580
O -0.231 -4.200 -1.298
H -0.205 -3.250 -1.309
H 2.008 2.215 1.586
I -0.108 -0.615 -0.606
H -1.163 -4.331 -1.368
H -1.293 1.945 -0.082
H -1.314 3.213 0.752
O 2.305 1.355 1.377
O -1.865 2.599 0.368
*
```

(b)
DFT (wB97M-V/def2-TZVPD) results for a 4-piece molecular cluster, H6IO3 overall.

Calculated values
* E_HOMO: -4.4 eV
* E_LUMO: 3.5 eV

```
! wB97M-V def2-TZVPD RIJCOSX def2/J DEFGRID3
* xyz -1 1
O -1.753 -3.703 -0.559
H -0.151 2.015 -1.234
H 0.594 3.237 -1.827
O -0.278 2.715 -1.778
H -1.014 -3.018 -0.441
I -0.036 -0.592 -0.298
H 1.336 0.407 1.498
O 2.138 0.804 2.113
H 1.628 1.580 2.532
H -2.463 -3.442 -0.002
*
```

Relative to the most stable structure, the computed energies are (a) 0.0; (b) 32.2, all in kJ/mol.